1.
C33H67Br16F4N7O4P3S | the ωB97M-V functional and the def2-TZVPD basis

Last column: Löwdin charge in e.
Cartesian coordinates (Å):
1 C -1.6852 -3.6025 0.8069  -0.0259
2 C -2.2373 -2.7730 -0.3653  -0.1939
3 O -2.3287 -1.4112 0.0934  -0.0864
4 C -2.2828 -0.3110 -0.7160  -0.4619
5 O -0.9561 0.1666 -0.7985  -0.2346
6 C 0.0931 -0.7918 -0.9176  -0.1612
7 C 1.4567 -0.0840 -0.7392  -0.2911
8 C 2.2385 0.0533 -2.0549  -0.0714
9 C 2.2977 -0.8864 0.2875  -0.3881
10 C 1.6877 -0.8874 1.6916  -0.0727
11 C 2.5815 -2.3139 -0.1761  -0.0735
12 C -2.7595 -0.4954 -2.1941  -0.2090
13 C -4.0810 -1.3069 -2.3201  -0.0795
14 C -4.1008 -2.6524 -3.1174  -0.6140
15 N -4.8276 -2.4534 -4.4026  0.0542
16 N -2.8057 -3.2331 -3.3949  0.0998
17 N -4.8576 -3.5992 -2.2677  0.0707
18 C -2.5839 0.8288 -3.0018  -0.6846
19 Br -0.7316 0.8790 -3.6891  0.9159
20 P -3.3561 0.8789 -4.7782  0.8213
21 N -2.7421 -0.6384 -5.3068  -0.1943
22 O -4.9505 0.5571 -4.5009  -0.3135
23 C -2.9239 2.1708 -2.2279  -0.4823
24 N -3.9701 2.7662 -3.0683  -0.0749
25 C -4.0832 3.8697 -3.5944  -0.8339
26 S -4.2535 5.2804 -4.2241  0.8502
27 P -1.5202 3.4558 -2.2581  0.6373
28 N -0.1819 3.2401 -1.4781  -0.2570
29 N -3.6745 1.9237 -0.8443  -0.1988
30 C -5.1335 1.6115 -1.1733  0.0019
31 P -3.8646 3.6400 -0.0856  0.7854
32 O -4.9670 3.7006 0.8767  -0.3193
33 C -3.0541 0.8723 0.0877  -0.3831
34 Br -1.7142 1.7545 1.2470  1.0208
35 C -4.0286 0.2100 1.2002  -0.4155
36 F -4.8051 -0.7477 0.5875  0.0907
37 F -3.2363 -0.4200 2.1087  0.0627
38 C -5.0248 0.9487 2.1642  -0.2895
39 F -6.1733 1.3579 1.5641  0.0681
40 F -4.4363 1.9455 2.8626  0.0565
41 H -0.7079 -4.0205 0.5485  0.0724
42 H -1.5433 -2.9626 1.6798  0.0833
43 H -2.3438 -4.4409 1.0394  0.0791
44 H -1.5610 -2.8512 -1.2166  0.1049
45 H -3.2263 -3.1463 -0.6309  0.0928
46 H 0.0144 -1.5952 -0.1857  0.0979
47 H 0.0676 -1.2683 -1.9087  0.1116
48 H 1.2621 0.8924 -0.2819  0.1258
49 H 2.0650 -0.7872 -2.7305  0.0712
50 H 3.3097 0.1196 -1.8421  0.0867
51 H 1.9718 0.9844 -2.5654  0.0481
52 H 3.2718 -0.3817 0.3601  0.1218
53 H 2.4162 -1.1855 2.4455  0.0208
54 H 1.1929 0.0528 1.9554  0.0717
55 H 0.9078 -1.6627 1.7371  0.0716
56 H 1.6790 -2.9411 -0.1665  0.0784
57 H 3.0114 -2.3531 -1.1779  0.0439
58 H 3.2923 -2.8065 0.4932  0.0203
59 H -1.9666 -1.1359 -2.5972  0.0923
60 H -4.9381 -0.7448 -2.6812  0.0836
61 H -4.3495 -1.5695 -1.2965  0.0874
62 H -5.8019 -2.2839 -4.1665  0.0866
63 H -4.8165 -3.3362 -4.9082  0.0862
64 H -2.7010 -4.1154 -2.9112  0.0874
65 H -2.6709 -3.3922 -4.3853  0.0799
66 H -5.6268 -3.1418 -1.7925  0.0831
67 H -5.2179 -4.3496 -2.8467  0.0850
68 H -3.4754 -1.1874 -5.7460  0.0208
69 H -2.0414 -0.4406 -6.0165  0.0283
70 H -5.2748 -0.1034 -5.1271  0.0458
71 H -2.1018 4.6790 -1.8815  -0.0228
72 H -1.3122 3.6009 -3.6369  -0.0031
73 H -0.1591 2.3565 -0.9792  -0.0805
74 H -5.5978 1.1459 -0.3174  0.0801
75 H -5.1927 0.9123 -1.9983  0.0804
76 H -5.6938 2.5288 -1.3469  0.1067
77 H -2.5850 4.0206 0.3060  -0.0115
78 H -4.1657 4.3443 -1.2545  0.0221
79 H -5.3020 0.1582 2.8755  0.1811
80 Br -3.9683 4.9036 8.2176  0.6165
81 C -3.2376 4.6522 6.4358  -0.6884
82 C -3.4043 3.2345 5.9544  -0.6994
83 Br -2.1339 2.0257 6.7960  0.5922
84 H -2.1957 4.9544 6.4776  0.0539
85 H -3.7930 5.3339 5.7952  0.0574
86 H -3.2021 3.1699 4.8875  0.0374
87 H -4.3952 2.8422 6.1601  0.0515
88 Br 6.4310 -2.6209 -1.6603  0.6117
89 C 6.3694 -4.2577 -2.7079  -0.6922
90 C 5.8183 -4.0238 -4.0877  -0.6974
91 Br 3.8835 -3.7873 -4.0651  0.5842
92 H 5.7772 -4.9694 -2.1414  0.0521
93 H 7.3984 -4.6053 -2.7676  0.0600
94 H 5.9987 -4.8921 -4.7167  -0.0201
95 H 6.2318 -3.1383 -4.5593  0.0551
96 Br 3.6482 -3.6095 3.0924  0.6954
97 C 3.7349 -3.7751 5.0266  -0.6777
98 C 3.8901 -2.4425 5.7072  -0.6885
99 Br 5.6914 -1.7252 5.5642  0.6465
100 H 4.5529 -4.4544 5.2432  0.0526
101 H 2.7935 -4.2326 5.3223  0.0589
102 H 3.7065 -2.5495 6.7739  0.0594
103 H 3.2258 -1.6877 5.2986  0.0483
104 Br 5.2390 -5.3761 -8.0034  0.6140
105 C 6.0756 -7.1156 -8.2441  -0.6939
106 C 5.8440 -8.0143 -7.0593  -0.6863
107 Br 6.9662 -7.5183 -5.5502  0.6382
108 H 7.1298 -6.9353 -8.4275  0.0512
109 H 5.6175 -7.5381 -9.1354  0.0589
110 H 6.1180 -9.0393 -7.2983  0.0593
111 H 4.8168 -7.9830 -6.7110  0.0514
112 Br 8.6253 3.0601 1.9327  0.6103
113 C 7.0713 2.4877 2.9494  -0.7046
114 C 7.0534 0.9991 3.1698  -0.7117
115 Br 6.5459 0.0295 1.5630  0.5925
116 H 6.1986 2.8317 2.4035  0.0464
117 H 7.1365 3.0080 3.9023  0.0582
118 H 6.3067 0.7346 3.9152  0.0081
119 H 8.0209 0.6111 3.4720  0.0536
120 Br 0.5743 6.1384 10.1041  0.5983
121 C -0.8135 5.4443 11.2759  -0.7002
122 C -0.6004 3.9896 11.6023  -0.6907
123 Br -1.0710 2.8558 10.0964  0.5734
124 H -1.7591 5.6169 10.7713  0.0295
125 H -0.7632 6.0479 12.1792  0.0586
126 H -1.2530 3.6871 12.4182  0.0587
127 H 0.4302 3.7663 11.8586  0.0496
128 Br 0.3178 6.2630 -3.1588  0.6260
129 C 1.8660 5.9048 -2.0362  -0.6853
130 C 2.5842 7.1722 -1.6604  -0.7020
131 Br 3.6236 7.8861 -3.1379  0.6191
132 H 2.4938 5.2160 -2.5916  0.0549
133 H 1.4680 5.3994 -1.1591  0.0385
134 H 3.2993 6.9718 -0.8660  0.0605
135 H 1.9033 7.9581 -1.3495  0.0492

Computed properties:
LUMO energy: -2.919 eV
Total charge: +1
HOMO-LUMO gap: 8.12 eV

2.
C2H4N2S2 | the ωB97M-V functional and the def2-TZVPD basis

Last column: Löwdin charge in e.
Cartesian coordinates (Å):
1 N -1.6898 -0.0323 -0.5405  -0.0473
2 N -1.0503 -0.7843 0.3941  -0.0772
3 C 0.2366 -0.7449 0.6626  -0.2918
4 C 1.4060 0.0641 0.1518  -1.1764
5 S 2.7908 -0.7357 -0.2679  0.6412
6 S 1.1707 1.8247 0.1079  0.7712
7 H -0.9843 0.4924 -1.2036  0.1037
8 H -2.4187 -0.5183 -1.1669  0.1256
9 H 0.6359 -1.4380 1.4362  0.1013
10 H -0.0970 1.8724 0.4264  -0.1502

Computed properties:
LUMO energy: -0.899 eV
Structure (SMILES): N/N=C\C(=S)S
Energy above the lowest of the compared OMol25 structures with the same formula, charge and spin: 2.864 eV
HOMO-LUMO gap: 8.09 eV

3.
C32H55N4OP2W | the ωB97M-V functional and the def2-TZVPD basis

Last column: Löwdin charge in e.
Cartesian coordinates (Å):
1 C -1.5412 1.9500 -1.9450  -0.3084
2 C -2.8199 1.3979 -0.0133  -0.3395
3 C -2.5477 2.7833 -2.4054  0.0270
4 C -3.8023 2.3375 -0.4125  0.0348
5 C -3.6638 3.0252 -1.6016  0.0210
6 H -2.4056 3.2587 -3.3748  0.1439
7 H -4.6746 2.4477 0.2313  0.1407
8 H -4.4166 3.7403 -1.9192  0.1410
9 N -1.6597 1.2758 -0.7796  -0.0526
10 P 1.2530 1.4784 -1.7051  1.0682
11 P -1.9312 -0.8830 1.3522  1.0420
12 C -0.2613 1.7616 -2.7415  -0.2525
13 H -0.3652 0.8965 -3.4152  0.0838
14 H -0.1023 2.6422 -3.3817  0.0959
15 C 1.1740 -1.1673 1.0225  -0.2974
16 O 1.8835 -1.8596 1.6712  0.1233
17 C -2.9336 0.5734 1.1295  -0.1677
18 H -3.7789 0.7890 1.7902  0.0997
19 C -2.9258 -2.3365 0.5469  -0.6253
20 C -1.8560 -1.2506 3.2433  -0.6410
21 C 2.6110 0.6002 -2.7354  -0.6496
22 C 1.7474 3.2770 -1.3332  -0.6507
23 C -1.9594 -3.5060 0.3217  -0.0781
24 H -1.5493 -3.9012 1.2574  0.0742
25 H -2.4971 -4.3269 -0.1793  0.1113
26 H -1.1184 -3.2097 -0.3182  0.0432
27 C -4.1137 -2.7413 1.4297  -0.0672
28 H -3.8058 -3.1853 2.3810  0.0714
29 H -4.7799 -1.8888 1.6147  0.0963
30 H -4.7071 -3.5026 0.9005  0.1151
31 C -3.4944 -1.8932 -0.8064  -0.0898
32 H -4.0533 -2.7395 -1.2465  0.1084
33 H -4.1961 -1.0548 -0.7094  0.0907
34 H -2.7021 -1.6122 -1.5131  0.0421
35 C -1.3339 -2.6753 3.4884  -0.0666
36 H -0.3849 -2.8474 2.9588  0.0795
37 H -1.1241 -2.7720 4.5649  0.1146
38 H -2.0499 -3.4578 3.2243  0.0742
39 C -0.8723 -0.3225 3.9514  -0.1003
40 H 0.1589 -0.4782 3.6161  0.0667
41 H -1.1473 0.7288 3.8296  0.0718
42 H -0.8990 -0.5452 5.0338  0.1167
43 C -3.2161 -0.9812 3.9025  -0.0674
44 H -4.0083 -1.6568 3.5777  0.0651
45 H -3.0918 -1.1133 4.9888  0.1156
46 H -3.5405 0.0521 3.7258  0.0791
47 C 2.9100 3.2007 -0.3371  -0.0705
48 H 3.1766 4.2234 -0.0290  0.1140
49 H 2.6268 2.6333 0.5583  0.0467
50 H 3.8056 2.7303 -0.7614  0.0736
51 C 0.5557 3.9961 -0.6787  -0.0814
52 H -0.2098 4.2757 -1.4173  0.0900
53 H 0.0801 3.3954 0.1079  0.0390
54 H 0.9215 4.9234 -0.2062  0.1130
55 C 2.1355 4.1146 -2.5722  -0.0569
56 H 2.1284 5.1761 -2.2780  0.1121
57 H 3.1449 3.9018 -2.9333  0.0716
58 H 1.4276 4.0057 -3.4032  0.0850
59 C 1.9446 -0.0026 -3.9749  -0.0969
60 H 1.5414 0.7638 -4.6529  0.1031
61 H 2.6952 -0.5778 -4.5404  0.1157
62 H 1.1405 -0.6939 -3.6911  0.0226
63 C 3.2088 -0.5284 -1.8764  -0.0959
64 H 2.4711 -1.3086 -1.6407  0.0495
65 H 4.0277 -0.9969 -2.4466  0.1094
66 H 3.6243 -0.1508 -0.9304  0.0872
67 C 3.7498 1.5138 -3.2097  -0.0721
68 H 3.3934 2.2743 -3.9140  0.0842
69 H 4.2922 1.9842 -2.3821  0.0757
70 H 4.4759 0.8907 -3.7551  0.1124
71 W -0.0181 0.0238 0.0002  1.2294
72 N -0.2422 -1.2702 -1.5494  0.0252
73 C -0.3929 -1.9978 -2.4660  0.0166
74 C -0.5984 -3.1234 -3.4770  -0.5540
75 C -2.0972 -3.3745 -3.6380  -0.0260
76 C -0.0228 -2.7391 -4.8443  -0.0337
77 C 0.1066 -4.3857 -2.9779  -0.0113
78 H -2.5381 -3.7609 -2.7083  0.0769
79 H -2.6212 -2.4531 -3.9304  0.1069
80 H -2.2629 -4.1220 -4.4262  0.1200
81 H 1.0727 -2.6794 -4.8164  0.0934
82 H -0.2934 -3.5155 -5.5784  0.1194
83 H -0.4350 -1.7878 -5.2038  0.1016
84 H -0.0058 -5.1812 -3.7282  0.1216
85 H 1.1826 -4.2069 -2.8337  0.1055
86 H -0.3271 -4.7407 -2.0323  0.0903
87 N -0.2197 2.3520 2.0464  -0.0034
88 C 0.3452 3.0427 3.0602  -0.0014
89 C 1.5831 2.4620 3.2919  0.0085
90 C 1.7217 1.4028 2.3915  -0.1051
91 N 0.5869 1.3002 1.6361  -0.1759
92 H -1.2015 2.4199 1.7693  0.1439
93 H -0.1365 3.9046 3.5031  0.1544
94 H 2.3071 2.7696 4.0226  0.1294
95 H 2.5695 0.7474 2.2481  0.1337

Computed properties:
Spin multiplicity: 3
LUMO energy (spin up / spin down): -10.845 / -10.768 eV
Energy above the lowest of the compared OMol25 structures with the same formula, charge and spin: 0.000 eV
Total charge: +3
HOMO-LUMO gap (spin up / spin down): 5.86 / 6.37 eV

4.
C9H14O | the ωB97M-V functional and the def2-TZVPD basis

Last column: Löwdin charge in e.
Cartesian coordinates (Å):
1 C 2.1676 1.5132 0.1169  -0.0661
2 C 1.5789 1.1842 -1.1468  -0.3201
3 C 1.8304 -0.0632 -1.8009  -0.0399
4 C 0.9678 -0.5006 -2.7922  -0.0985
5 C -0.0605 0.2826 -3.3148  -0.0830
6 C -0.0809 1.5797 -2.8255  -0.0902
7 C 0.5867 1.9741 -1.6689  -0.0604
8 H 1.5511 2.1636 0.6305  0.0525
9 H 3.1072 1.9215 -0.0817  0.0593
10 H 2.5108 0.4916 0.7143  0.1520
11 H 2.6871 -0.6381 -1.5681  0.0936
12 H 1.1628 -1.4815 -3.2686  0.1096
13 H -0.7201 -0.0814 -4.0282  0.0787
14 H -0.7995 2.2712 -3.2143  0.0924
15 H 0.4846 2.9941 -1.2842  0.1197
16 C -1.3809 -0.6736 2.6804  -0.0989
17 C -2.0314 -1.9912 3.1849  -0.3152
18 O -2.9530 -2.2890 2.1467  -0.0917
19 H -1.1351 -0.5524 1.6383  0.0503
20 H -0.3760 -0.5960 3.3470  0.1096
21 H -2.0294 0.2163 2.9610  0.0788
22 H -1.1968 -2.7090 3.3665  0.1150
23 H -2.6116 -1.8205 4.0246  0.0764
24 H -3.2596 -3.1955 2.1830  0.0762

Computed properties:
LUMO energy: 0.913 eV
Structure (SMILES): Cc1ccccc1.CCO
Energy above the lowest of the compared OMol25 structures with the same formula, charge and spin: 1.908 eV
HOMO-LUMO gap: 9.69 eV

5.
C4H12N3 | the ωB97M-V functional and the def2-TZVPD basis

Last column: Löwdin charge in e.
Cartesian coordinates (Å):
1 N 2.2471 -0.2643 1.8753  0.0712
2 C 1.4759 0.4083 0.8761  -0.0720
3 C 0.1355 0.5568 0.5474  -0.2840
4 N -0.9299 0.1580 1.5414  0.2117
5 C -0.3605 0.6923 -0.8694  -0.2165
6 C -0.6259 -0.6496 -1.4266  -0.2407
7 N -1.6087 -0.6829 -2.5991  0.0196
8 H 3.1516 -0.6135 1.7120  0.0770
9 H 1.9104 -0.7849 2.6987  0.1044
10 H 2.0612 0.6453 -0.1308  0.1738
11 H -1.5705 -0.5447 1.1471  0.1604
12 H -0.2777 -0.0794 2.3831  0.1974
13 H -1.4307 1.0009 1.9131  0.1864
14 H 0.4432 1.2633 -1.4177  0.1412
15 H -1.1775 1.4537 -0.7803  0.1340
16 H 0.3421 -0.9528 -1.8706  0.1315
17 H -1.0885 -1.3090 -0.6802  0.1079
18 H -2.5827 -0.8117 -2.4492  0.0525
19 H -1.4902 0.2100 -3.0127  0.0444

Computed properties:
LUMO energy: -3.782 eV
Structure (SMILES): N/C=C(\[NH3+])CCN
Energy above the lowest of the compared OMol25 structures with the same formula, charge and spin: 3.671 eV
Total charge: +1
HOMO-LUMO gap: 8.78 eV

6.
C4H12 | the ωB97M-V functional and the def2-TZVPD basis

Last column: Löwdin charge in e.
Cartesian coordinates (Å):
1 C -0.8862 0.1723 1.4214  -0.1774
2 C -1.3391 0.5771 2.8342  -0.1740
3 H -0.7574 1.0923 0.8581  0.0546
4 H 0.0320 -0.4117 1.4512  0.0620
5 H -1.6515 -0.4416 0.9429  0.0619
6 H -2.4126 0.4803 3.0054  0.0605
7 H -1.0018 1.5683 3.1225  0.0545
8 H -0.8361 -0.0079 3.6127  0.0576
9 C 0.5565 0.0897 -1.8487  -0.1834
10 C 1.6809 -0.7947 -2.3997  -0.1633
11 H -0.2332 -0.5117 -1.3942  0.0508
12 H 0.9458 0.7065 -1.0304  0.0552
13 H 0.0949 0.7769 -2.5533  0.0608
14 H 2.5452 -0.1770 -2.6327  0.0562
15 H 1.3954 -1.2211 -3.3625  0.0602
16 H 1.9509 -1.5199 -1.6309  0.0638

Computed properties:
LUMO energy: 1.131 eV
Structure (SMILES): CC.CC
Energy above the lowest of the compared OMol25 structures with the same formula, charge and spin: 0.239 eV
HOMO-LUMO gap: 12.80 eV